# 1
Molecular formula: C23H53Cl2N7O7
Method: DFT, ωB97M-V/def2-TZVPD

The geometry in ORCA input format:
```
! wB97M-V def2-TZVPD RIJCOSX def2/J DEFGRID3
* xyz 0 1
Cl 0.01 0.56 -3.35
Cl -1.72 0.98 -0.76
O 4.55 7.45 -3.83
O -1.23 8.10 2.18
O -8.64 1.12 2.61
O 4.82 -4.28 -0.08
O 8.80 0.75 -3.97
O -2.94 -5.89 5.93
O -1.99 -6.00 -3.12
N -3.18 -7.43 -1.88
N 7.41 0.26 -2.26
N -8.99 2.68 1.08
N -0.88 -5.02 6.15
N 3.03 6.09 -4.65
N -3.29 7.97 1.39
N 4.18 -4.02 2.07
C 8.56 0.15 -2.97
C -2.15 -4.90 5.90
C -0.42 -6.28 6.66
C -2.06 10.02 0.92
C -4.13 -6.42 -1.54
C 3.79 -6.20 1.10
C 2.20 6.09 -3.44
C -9.65 3.59 1.99
C -0.23 0.01 -0.75
C 9.56 -0.85 -2.35
C -2.16 -7.13 -2.65
C -3.49 6.58 1.80
C 4.94 6.49 -6.10
C 4.30 -4.71 0.95
C -1.06 -8.10 -2.88
C 6.27 1.05 -2.60
C -2.70 -3.49 5.65
C -0.14 -0.65 -2.06
C -8.48 1.56 1.48
C 4.85 -2.80 2.41
C -7.81 0.62 0.58
C -2.17 8.65 1.58
C 4.18 6.75 -4.76
H -3.22 -2.96 6.44
H 0.74 -1.29 -2.16
H 2.70 -6.26 1.05
H -1.14 10.09 0.35
H 2.58 5.82 -2.45
H -4.18 6.12 1.08
H -7.71 1.15 -0.37
H -2.08 10.86 1.61
H -3.83 -6.05 -0.56
H -1.03 -8.69 -1.96
H 5.79 0.48 -3.40
H 1.84 7.12 -3.42
H -5.07 -6.96 -1.46
H -1.27 -8.85 -3.65
H 0.68 0.51 -0.41
H -1.17 -6.77 7.27
H -2.83 10.01 0.15
H -3.80 6.47 2.84
H -0.98 -1.30 -2.33
H 7.23 -0.64 -1.82
H -8.96 4.26 2.51
H 9.24 -1.87 -2.56
H 5.87 -3.09 2.66
H 2.59 5.58 -5.40
H 1.33 5.43 -3.50
H -0.20 -4.30 5.95
H -2.96 -8.18 -1.23
H -2.66 5.91 1.60
H 4.47 -2.29 3.29
H -3.98 8.44 0.83
H -0.05 -7.74 -3.06
H -8.20 -0.40 0.53
H 9.76 -0.58 -1.31
H 6.38 1.94 -3.21
H 4.22 6.08 -6.81
H -0.11 -7.02 5.92
H -9.04 2.80 0.08
H 4.19 -6.83 0.30
H 5.37 7.42 -6.48
H -0.45 -0.72 0.02
H -3.50 -3.47 4.91
H 10.54 -0.78 -2.83
H -10.24 4.28 1.39
H 5.74 5.82 -5.78
H 4.15 -6.56 2.06
H -4.26 -5.51 -2.13
H 3.97 -4.61 2.87
H -1.90 -2.86 5.27
H -6.87 0.50 1.12
H 0.45 -6.15 7.29
H -10.39 3.20 2.69
H 4.83 -2.07 1.60
H 5.49 1.20 -1.86
*
```

ΔE to the lowest compared entry with this formula, charge and spin in eV: 4.3662
Calculated total energy in a.u.: -2738.48245
Frontier orbital gap in eV: 9.20
LUMO energy in eV: -0.16
HOMO level in eV: -9.4
SMILES: CNC(C)=O.CNC(C)=O.CNC(C)=O.CNC(C)=O.CNC(C)=O.CNC(C)=O.CNC(C)=O.ClCCCl

***

# 2
Molecular formula: C22H20F2N4O2
Method: DFT, ωB97M-V/def2-TZVPD

The geometry in ORCA input format:
```
! wB97M-V def2-TZVPD RIJCOSX def2/J DEFGRID3
* xyz 0 1
F -0.49 -0.99 7.13
F 1.91 0.02 7.92
O -0.80 3.17 -1.05
O -1.95 -1.98 -0.27
N -1.76 2.52 -3.02
N 0.25 0.56 1.69
N -1.36 -0.23 -1.42
N -1.34 1.84 -8.87
C 2.68 0.07 5.90
C -2.38 0.23 -3.68
C 0.38 -1.18 4.83
C 0.34 -0.88 1.67
C -1.83 1.09 -6.43
C -1.06 -1.16 -0.43
C -0.39 0.84 -1.74
C -2.49 -0.70 -4.80
C -1.11 2.26 -1.85
C 3.48 -0.23 3.28
C 1.45 -0.92 3.98
C 2.88 -0.98 2.09
C -1.74 1.94 -5.29
C -1.57 1.47 -7.81
C -2.00 1.55 -3.95
C 1.66 -0.20 6.65
C 1.55 -1.38 2.52
C 0.30 -1.34 0.24
C 2.56 -0.29 4.48
C -2.14 -0.23 -6.14
C -2.61 -0.34 -2.30
C 0.47 -0.78 6.18
H 3.56 -1.87 1.80
H -3.38 0.33 -1.99
H -2.79 -1.75 -4.75
H 4.41 -0.57 3.72
H 0.54 -2.37 0.09
H 1.16 -0.86 -0.36
H 1.52 -2.42 2.40
H 0.42 0.75 2.67
H -0.51 -1.42 2.23
H 0.33 1.01 -0.93
H 0.91 1.01 1.05
H -1.59 2.95 -5.70
H 3.66 0.49 6.31
H 3.56 0.81 3.06
H -0.64 -1.63 4.60
H 2.87 -0.29 1.23
H -2.98 -1.33 -2.20
H 0.23 0.68 -2.61
H -1.72 3.55 -3.22
H -2.44 -0.87 -6.91
*
```

Calculated total energy in a.u.: -1419.49038
Frontier orbital gap in eV: 8.79
LUMO energy in eV: -0.20
HOMO level in eV: -9.0
SMILES: N#Cc1ccc2c(c1)NC(=O)CN(C(=O)C[C@H](N)[C@H]1CCc3cc(F)c(F)cc31)C2

***

# 3
Molecular formula: C9H8N2
Method: DFT, ωB97M-V/def2-TZVPD

The geometry in ORCA input format:
```
! wB97M-V def2-TZVPD RIJCOSX def2/J DEFGRID3
* xyz 0 1
N -1.75 -0.93 0.34
N 1.05 -1.10 -0.29
C 2.56 1.12 0.32
C 0.46 0.11 -0.11
C -3.02 -0.72 0.26
C 3.22 -0.13 -0.03
C -1.93 1.13 -0.40
C 2.42 -1.21 -0.28
C -3.18 0.57 -0.19
C -1.00 0.05 -0.11
C 1.17 1.19 0.30
H -1.33 -1.98 0.77
H -1.45 2.10 -0.88
H 3.33 2.13 0.38
H 4.41 -0.27 0.09
H -3.78 -1.42 0.60
H 2.96 -2.03 -0.32
H 0.86 2.14 0.60
H -4.25 1.07 -0.17
*
```

ΔE to the lowest compared entry with this formula, charge and spin in eV: 3.2756
Calculated total energy in a.u.: -457.15830
Frontier orbital gap in eV: 8.48
LUMO energy in eV: 0.64
HOMO level in eV: -7.8
SMILES: c1ccc(-c2ccc[nH]2)nc1

***

# 4
Molecular formula: C36H54BClN6O3Pb
Method: DFT, ωB97M-V/def2-TZVPD

The geometry in ORCA input format:
```
! wB97M-V def2-TZVPD RIJCOSX def2/J DEFGRID3
* xyz 0 1
Pb 0.63 1.70 -0.81
Cl -6.35 5.07 -0.08
O -1.48 1.09 -1.69
O -3.56 1.16 -3.46
O -2.20 -0.89 -0.87
N 0.85 -1.53 -0.68
N 2.25 -0.51 1.19
N 1.08 -0.46 -1.50
N -0.29 -0.36 1.49
N -0.41 0.96 1.11
N 2.45 0.75 0.69
C 3.68 -3.37 1.54
C -6.36 0.72 -2.94
C 0.66 -4.13 -1.19
C 3.62 -2.22 2.55
C -6.22 2.82 -1.58
C -2.05 3.57 3.01
C -1.23 -0.60 2.45
C 0.80 -2.65 -1.47
C -1.43 1.50 1.77
C -1.20 3.83 0.67
C -1.94 0.56 2.64
C -5.58 1.88 -2.38
C 3.66 1.15 1.08
C -3.22 -0.06 -2.83
C -1.96 2.91 1.63
C 3.35 -0.90 1.88
C -4.22 2.05 -2.64
C 1.02 -2.25 -2.78
C -2.22 0.04 -1.68
C 3.37 3.50 0.11
C 0.02 -4.58 0.11
C 4.30 2.47 0.73
C 1.99 -4.86 -1.45
C 1.19 -0.87 -2.75
C 4.26 0.14 1.83
C -0.81 -1.62 4.70
C 1.54 0.01 -3.92
C -1.43 -3.18 2.81
C 5.51 2.23 -0.18
C 0.37 0.86 -4.43
C 2.70 -2.55 3.72
C -1.54 -1.77 3.36
C -3.53 3.15 -2.15
C -5.52 3.91 -1.08
C 2.78 0.86 -3.63
C -4.18 4.09 -1.37
B 0.89 -1.26 0.90
H -2.77 0.68 3.33
H 4.40 -3.16 0.75
H -2.48 3.24 -2.39
H -1.59 4.84 0.76
H 1.70 -2.79 3.37
H -2.98 2.82 1.23
H -7.37 1.02 -3.19
H 1.07 -2.89 -3.64
H -5.87 0.33 -3.83
H -2.75 -0.67 -3.61
H 4.62 -2.10 2.95
H 0.87 -2.30 1.46
H -1.12 -2.40 5.39
H 0.27 -1.69 4.57
H -1.04 3.76 3.39
H -0.25 -5.63 0.03
H 1.85 -5.94 -1.35
H 3.88 4.46 0.03
H 0.68 1.42 -5.31
H 2.63 -1.72 4.41
H 3.07 3.20 -0.90
H 0.70 -4.47 0.96
H -0.02 -4.46 -1.98
H 3.96 -4.30 2.03
H -2.60 -1.62 3.57
H -3.65 4.96 -0.99
H 2.70 -3.50 1.08
H 4.67 2.88 1.68
H -2.58 4.52 2.93
H 3.08 -3.42 4.26
H -4.10 -0.59 -2.46
H -0.88 -4.00 0.29
H -1.32 3.53 -0.37
H 2.60 1.58 -2.83
H -6.42 -0.10 -2.22
H -0.14 3.86 0.92
H 2.37 -4.66 -2.45
H 6.24 1.56 0.28
H 6.01 3.18 -0.41
H 3.63 0.24 -3.33
H 5.24 0.15 2.29
H -0.40 -3.52 2.71
H -1.03 -0.65 5.15
H -7.27 2.72 -1.35
H 0.01 1.57 -3.68
H -1.93 -3.87 3.50
H 2.76 -4.55 -0.74
H -2.57 2.95 3.73
H 2.47 3.65 0.72
H 5.19 1.78 -1.12
H -0.49 0.24 -4.70
H 3.07 1.43 -4.52
H -1.93 -3.24 1.85
H 1.80 -0.69 -4.72
*
```

Calculated total energy in a.u.: -2636.48757
Frontier orbital gap in eV: 8.87
LUMO energy in eV: 0.56
HOMO level in eV: -8.3

***

- What is the LUMO energy in the third record?
  0.64 eV

***

What did the third record say?
Molecular formula: C9H8N2
Method: DFT, ωB97M-V/def2-TZVPD

The geometry in ORCA input format:
```
! wB97M-V def2-TZVPD RIJCOSX def2/J DEFGRID3
* xyz 0 1
N -1.75 -0.93 0.34
N 1.05 -1.10 -0.29
C 2.56 1.12 0.32
C 0.46 0.11 -0.11
C -3.02 -0.72 0.26
C 3.22 -0.13 -0.03
C -1.93 1.13 -0.40
C 2.42 -1.21 -0.28
C -3.18 0.57 -0.19
C -1.00 0.05 -0.11
C 1.17 1.19 0.30
H -1.33 -1.98 0.77
H -1.45 2.10 -0.88
H 3.33 2.13 0.38
H 4.41 -0.27 0.09
H -3.78 -1.42 0.60
H 2.96 -2.03 -0.32
H 0.86 2.14 0.60
H -4.25 1.07 -0.17
*
```

ΔE to the lowest compared entry with this formula, charge and spin in eV: 3.2756
Calculated total energy in a.u.: -457.15830
Frontier orbital gap in eV: 8.48
LUMO energy in eV: 0.64
HOMO level in eV: -7.8
SMILES: c1ccc(-c2ccc[nH]2)nc1

***

- Among the records above, which one has the highest LUMO energy?
  C9H8N2

***

- calculated total energy of number 2 (C22H20F2N4O2)?
  -1419.49038 a.u.